Entry 1:
{"formula": "C5H19NO3S", "method": "ωB97M-V with the def2-TZVPD basis set", "symbols": ["C", "C", "C", "S", "C", "N", "C", "H", "H", "H", "H", "H", "H", "H", "H", "H", "H", "H", "H", "H", "H", "H", "O", "H", "H", "O", "H", "H", "O"], "coordinates": [[-1.464, 1.397, 1.016], [-0.396, 2.315, 0.216], [0.362, 1.476, -0.737], [1.428, 2.340, -2.073], [-0.835, 0.099, 1.613], [0.433, 0.347, 2.344], [1.222, -0.835, 2.331], [-1.939, 2.028, 1.875], [-2.274, 1.047, 0.293], [-0.894, 3.173, -0.212], [0.367, 2.806, 1.034], [-0.304, 1.086, -1.568], [1.000, 0.580, -0.367], [2.668, 1.941, -1.832], [-0.588, -0.618, 0.749], [-1.480, -0.511, 2.270], [0.902, 1.213, 2.042], [2.228, -0.462, 2.231], [1.079, -1.404, 3.272], [0.870, -1.482, 1.466], [-2.394, -1.911, -0.296], [-2.529, -1.353, -1.808], [-2.012, -1.257, -0.916], [0.193, -2.383, -1.112], [1.474, -1.946, -0.644], [1.079, -2.679, -1.072], [-0.597, -3.290, 0.510], [-0.860, -4.502, -0.315], [-1.084, -3.639, -0.194]], "lowdin_spin": [0.00, 0.00, 0.00, 0.00, 0.07, 0.69, 0.08, 0.00, 0.00, 0.00, 0.00, 0.00, 0.00, 0.00, 0.04, 0.02, 0.02, 0.01, 0.03, 0.02, 0.00, 0.00, 0.01, 0.00, 0.00, 0.01, 0.00, 0.00, 0.00], "charge": 1, "e_tot_ha": -880.1598, "orbital_gap_ev": [9.008, 3.969], "e_lumo_ev": [-3.11, -8.14], "de_lowest_kcal_mol": 6.2, "e_homo_ev": [-12.12, -12.11], "multiplicity": 2}



Entry 2:
{"formula": "C36H40AuCl2N7O5PS", "method": "ωB97M-V with the def2-TZVPD basis set", "symbols": ["Au", "S", "C", "N", "N", "C", "C", "C", "C", "C", "C", "N", "N", "C", "C", "C", "C", "C", "C", "H", "H", "H", "H", "H", "H", "H", "H", "H", "H", "H", "C", "C", "O", "P", "O", "C", "C", "O", "C", "C", "H", "H", "H", "H", "H", "H", "H", "H", "H", "H", "H", "H", "H", "H", "H", "N", "C", "C", "N", "C", "H", "H", "H", "H", "Cl", "C", "C", "C", "C", "C", "Cl", "C", "N", "C", "C", "C", "C", "C", "C", "C", "C", "O", "O", "H", "H", "H", "H", "H", "H", "H", "H", "H", "H"], "coordinates": [[-0.553, -0.138, -0.359], [-1.152, 0.490, 1.785], [-2.045, 1.905, 1.224], [-2.794, 2.464, 2.165], [-3.404, 3.609, 2.020], [-3.149, 4.720, 1.199], [-1.871, 5.038, 0.733], [-1.683, 6.180, -0.018], [-2.753, 7.016, -0.315], [-4.021, 6.706, 0.156], [-4.219, 5.571, 0.920], [-2.040, 2.288, -0.042], [-1.242, 1.707, -0.873], [-1.417, 2.072, -2.222], [-2.653, 2.519, -2.697], [-2.789, 2.884, -4.023], [-1.695, 2.838, -4.878], [-0.460, 2.422, -4.397], [-0.316, 2.030, -3.079], [-4.181, 3.695, 2.660], [-1.029, 4.413, 0.991], [-0.691, 6.435, -0.364], [-2.598, 7.916, -0.895], [-4.857, 7.353, -0.070], [-5.207, 5.324, 1.292], [-3.496, 2.548, -2.021], [-3.752, 3.204, -4.397], [-1.804, 3.125, -5.915], [0.400, 2.416, -5.054], [0.644, 1.703, -2.697], [3.957, 3.898, -0.487], [3.231, 3.536, 0.798], [3.206, 2.127, 1.020], [2.087, 1.169, 0.295], [2.438, -0.180, 1.103], [2.243, -0.335, 2.518], [3.582, -0.326, 3.230], [2.775, 0.738, -1.112], [4.141, 0.265, -1.151], [4.731, 0.590, -2.506], [4.017, 4.981, -0.586], [3.424, 3.492, -1.348], [4.969, 3.492, -0.474], [2.207, 3.929, 0.779], [3.747, 3.961, 1.659], [1.732, -1.290, 2.651], [1.603, 0.460, 2.905], [4.219, -1.122, 2.846], [3.432, -0.474, 4.300], [4.082, 0.628, 3.066], [4.146, -0.812, -0.973], [4.712, 0.739, -0.353], [4.168, 0.089, -3.295], [5.766, 0.250, -2.539], [4.707, 1.664, -2.689], [-0.519, -1.951, -4.118], [0.797, -2.176, -3.783], [1.010, -1.503, -2.624], [-0.160, -0.869, -2.274], [-1.067, -1.170, -3.181], [-0.995, -2.326, -4.921], [1.457, -2.782, -4.378], [1.889, -1.418, -2.012], [-2.089, -0.833, -3.177], [0.851, -6.129, 3.150], [0.900, -6.804, 1.555], [2.149, -7.027, 1.000], [2.273, -7.644, -0.231], [1.141, -8.076, -0.899], [-0.104, -7.848, -0.349], [-1.519, -8.380, -1.202], [-0.281, -7.173, 0.873], [-1.568, -6.967, 1.340], [-2.061, -5.893, 2.115], [-2.880, -6.191, 3.200], [-3.384, -5.182, 4.000], [-3.077, -3.862, 3.715], [-2.298, -3.558, 2.611], [-1.793, -4.554, 1.786], [-0.994, -4.222, 0.550], [-1.148, -2.785, 0.108], [-2.176, -2.373, -0.426], [-0.084, -2.041, 0.303], [3.027, -6.728, 1.556], [3.252, -7.808, -0.659], [1.222, -8.586, -1.849], [-2.248, -7.634, 1.018], [-3.087, -7.229, 3.426], [-3.999, -5.429, 4.855], [-3.453, -3.066, 4.344], [-2.094, -2.520, 2.374], [-1.337, -4.847, -0.277], [0.070, -4.395, 0.712]], "lowdin_charge": [1.07, 0.71, -0.75, 0.07, 0.06, -0.23, -0.03, -0.06, -0.07, -0.07, -0.02, 0.04, -0.11, -0.28, -0.02, -0.07, -0.07, -0.07, -0.05, 0.16, 0.11, 0.11, 0.11, 0.11, 0.12, 0.11, 0.11, 0.11, 0.11, 0.10, -0.08, -0.30, -0.31, 0.79, -0.33, -0.30, -0.06, -0.36, -0.28, -0.07, 0.08, 0.06, 0.08, 0.10, 0.12, 0.12, 0.08, 0.08, 0.08, 0.07, 0.12, 0.11, 0.07, 0.08, 0.07, 0.10, -0.04, -0.09, -0.09, -0.14, 0.17, 0.12, 0.10, 0.15, 0.75, -0.59, -0.12, -0.09, -0.11, -0.59, 0.72, -0.31, 0.06, -0.24, -0.02, -0.08, -0.07, -0.03, -0.16, -0.04, -0.64, 0.01, -0.18, 0.10, 0.11, 0.11, 0.10, 0.12, 0.11, 0.10, 0.09, 0.14, 0.12], "charge": 1, "e_tot_ha": -3950.7370, "orbital_gap_ev": [5.186, 5.115], "e_lumo_ev": [-4.38, -4.45], "de_lowest_kcal_mol": 38.9, "e_homo_ev": [-9.56, -9.56]}



Entry 3:
{"formula": "C38H39AsN4O9P2PbS", "method": "ωB97M-V with the def2-TZVPD basis set", "symbols": ["Pb", "C", "O", "C", "C", "C", "C", "C", "C", "O", "C", "O", "C", "H", "H", "H", "H", "H", "H", "H", "H", "H", "C", "N", "C", "C", "N", "C", "S", "C", "C", "C", "C", "C", "N", "H", "H", "H", "H", "H", "H", "H", "H", "H", "N", "C", "C", "P", "O", "O", "O", "P", "O", "O", "O", "H", "H", "H", "H", "H", "H", "H", "H", "C", "C", "C", "C", "C", "C", "As", "C", "C", "C", "C", "C", "C", "C", "C", "C", "C", "C", "C", "H", "H", "H", "H", "H", "H", "H", "H", "H", "H", "H", "H", "H"], "coordinates": [[14.634, 11.518, 12.002], [7.845, 10.313, 14.352], [8.251, 11.604, 14.797], [9.493, 12.111, 14.606], [10.127, 12.824, 15.650], [11.316, 13.499, 15.334], [11.968, 13.371, 14.061], [13.161, 14.251, 13.881], [13.055, 15.645, 14.450], [14.261, 13.895, 13.319], [11.463, 12.408, 13.122], [12.208, 11.957, 12.131], [10.173, 11.863, 13.396], [7.044, 9.961, 15.053], [8.729, 9.722, 14.361], [7.421, 10.337, 13.314], [9.635, 12.938, 16.632], [11.764, 14.078, 16.108], [13.017, 15.637, 15.599], [12.195, 16.120, 13.996], [13.872, 16.226, 14.070], [9.685, 11.255, 12.572], [16.112, 9.006, 7.380], [15.010, 10.006, 7.421], [13.811, 10.047, 6.689], [13.117, 11.111, 7.060], [13.842, 11.783, 8.012], [15.052, 11.133, 8.209], [16.304, 11.584, 9.149], [13.492, 13.010, 8.632], [12.794, 13.908, 7.745], [12.389, 15.148, 8.181], [12.739, 15.488, 9.544], [13.273, 14.525, 10.354], [13.736, 13.320, 9.867], [15.695, 8.061, 7.033], [16.515, 8.900, 8.420], [16.929, 9.370, 6.711], [13.637, 9.341, 5.879], [12.122, 11.521, 6.847], [12.651, 13.565, 6.756], [11.952, 15.852, 7.466], [12.565, 16.492, 9.912], [13.508, 14.757, 11.399], [12.890, 6.398, 12.437], [13.964, 7.528, 12.196], [15.084, 6.940, 11.429], [14.332, 8.215, 13.913], [12.876, 7.969, 14.572], [15.389, 7.396, 14.639], [14.543, 9.728, 13.730], [12.854, 8.699, 11.089], [11.895, 9.446, 12.233], [12.134, 7.769, 10.172], [13.753, 9.812, 10.593], [13.307, 5.470, 12.567], [12.320, 6.321, 11.581], [12.329, 6.662, 13.284], [15.454, 6.096, 12.001], [15.883, 7.587, 11.191], [14.614, 6.454, 10.520], [12.218, 8.432, 14.019], [11.897, 10.445, 12.102], [21.359, 6.862, 15.258], [21.489, 8.243, 15.048], [20.459, 9.116, 15.240], [19.196, 8.559, 15.552], [19.073, 7.216, 15.893], [20.198, 6.355, 15.765], [17.509, 9.482, 15.213], [18.030, 11.415, 15.301], [18.712, 12.165, 14.323], [18.869, 13.541, 14.515], [18.441, 14.119, 15.707], [17.838, 13.400, 16.714], [17.652, 12.026, 16.541], [17.045, 11.055, 17.486], [16.542, 11.340, 18.778], [16.006, 10.295, 19.625], [15.876, 8.995, 19.110], [16.249, 8.747, 17.795], [16.913, 9.700, 17.045], [22.203, 6.214, 14.927], [22.455, 8.703, 14.792], [20.544, 10.188, 15.063], [18.128, 6.829, 16.234], [20.163, 5.293, 16.080], [19.106, 11.626, 13.429], [19.360, 14.132, 13.719], [18.570, 15.188, 15.808], [17.413, 13.937, 17.605], [16.513, 12.407, 19.043], [15.743, 10.542, 20.669], [15.370, 8.302, 19.902], [16.124, 7.804, 17.301]], "lowdin_charge": [1.49, -0.05, -0.09, -0.27, 0.01, -0.02, -0.10, -0.35, -0.01, -0.15, -0.32, -0.26, 0.06, 0.11, 0.07, 0.10, 0.13, 0.09, 0.12, 0.09, 0.07, 0.15, 0.01, -0.06, 0.05, 0.03, 0.03, -0.73, 0.86, -0.27, 0.01, 0.01, -0.01, -0.08, 0.08, 0.10, 0.09, 0.12, 0.16, 0.17, 0.10, 0.13, 0.12, 0.10, 0.16, -0.46, -0.09, 0.36, -0.16, -0.37, -0.53, 0.40, -0.22, -0.30, -0.49, 0.17, 0.12, 0.14, 0.09, 0.07, 0.11, 0.06, -0.01, -0.09, -0.09, -0.11, -0.39, -0.11, -0.07, 1.40, -0.27, -0.08, -0.02, -0.05, 0.01, -0.14, -0.13, 0.04, -0.02, -0.01, -0.06, -0.28, 0.13, 0.12, 0.09, 0.09, 0.12, 0.12, 0.13, 0.12, 0.14, 0.12, 0.12, 0.17, 0.09], "charge": 2, "e_tot_ha": -5876.7541, "orbital_gap_ev": [3.536, 3.285], "e_lumo_ev": [-8.35, -8.57], "de_lowest_kcal_mol": 0.0, "e_homo_ev": [-11.89, -11.86]}